Entry 1:
This record from the OMol25 dataset describes an isolated molecule of C4H5NOS in a non-equilibrium geometry. The level of theory is ωB97M-V with the def2-TZVPD basis set.

Properties
* ΔE to the lowest compared entry with this formula, charge and spin: 113.20 kcal per mole
* HOMO level (spin up / spin down): -7.5 / -7.5 eV
* maximum force: 0.05544 hartree/bohr
* HOMO-LUMO gap (spin up / spin down): 0.1974 / 0.1974 hartree

Cartesian coordinates (Å):
H 0.59118 2.22211 0.03605
C -0.78609 0.67707 0.41033
C -1.14584 -0.57839 -0.34726
H -1.25521 1.61624 0.31718
N 1.61713 0.47176 0.03006
C 0.60524 1.14419 0.10274
H -2.03119 -0.54382 -1.01910
H -0.70189 0.42873 1.50835
H -0.53257 -2.40689 -0.97160
C -0.25634 -1.63631 -0.29962
S 3.11905 0.24471 -0.19490
O 0.77654 -1.63939 0.42775

=====

Entry 2:
This record from the OMol25 dataset describes an isolated molecule of C4H5NOS2 in a non-equilibrium geometry. The level of theory is ωB97M-V with the def2-TZVPD basis set.

Properties
* structure (SMILES): Cn1cc(O)sc1=S
* ΔE to the lowest compared entry with this formula, charge and spin: 23.93 kcal per mole
* HOMO level: -7.8 eV
* maximum force: 0.05248 hartree/bohr
* HOMO-LUMO gap: 0.2929 hartree

Cartesian coordinates (Å):
C 0.33719 0.43496 -1.12695
H -1.39566 -0.89123 0.52004
H 2.34224 2.57464 -2.31932
H -0.02387 -1.70259 1.54486
H -0.62701 0.65342 -1.36741
C 1.77298 -0.64921 0.33565
C -0.47166 -1.45462 0.48530
H -0.67861 -2.40010 -0.10854
S 2.47370 -1.71636 1.48499
C 1.40628 1.19480 -1.40506
N 0.53100 -0.59014 -0.19677
S 2.81840 0.60407 -0.48928
O 1.44654 2.22836 -2.23706

=====

Entry 3:
This record from the OMol25 dataset describes an isolated molecule of C4H5NOS2 in a non-equilibrium geometry. The level of theory is ωB97M-V with the def2-TZVPD basis set.

Properties
* structure (SMILES): CN1C(=S)COC1=S
* ΔE to the lowest compared entry with this formula, charge and spin: 4.27 kcal per mole
* HOMO level: -9.1 eV
* maximum force: 0.03876 hartree/bohr
* HOMO-LUMO gap: 0.3218 hartree

Cartesian coordinates (Å):
H 1.68314 1.22087 1.44013
C -0.98452 -1.48214 -0.48280
H 1.99076 1.94944 -0.16134
N -0.27453 -0.26895 -0.03416
C 1.07506 -0.09632 -0.11600
H -1.37750 -2.01349 0.34920
H -0.27581 -2.10200 -1.04074
C -0.93514 0.92185 0.35366
S 2.21192 -1.10563 -0.62245
S -2.52495 1.00436 0.52738
H -1.85310 -1.19468 -1.07243
C 1.29663 1.29092 0.42395
O -0.03198 1.87576 0.43559

=====

- The lowest maximum force belongs to which entry?
  number 3